Entry 1:
Formula: CAg10O3
Source: OMol25
Level of theory: the ωB97M-V functional and the def2-TZVPD basis

Properties
LUMO level	-20.025	eV
charge	+8
HOMO level	-22.585	eV
gap between HOMO and LUMO	2.56	eV
maximum force	4.5	eV Å⁻¹

Atoms and positions in Å:
1 Ag -21.868 -3.425 -18.452
2 Ag -18.499 -4.824 -24.688
3 Ag -22.873 -8.839 -16.659
4 Ag -13.702 -1.187 -15.674
5 Ag -13.104 -2.082 -21.509
6 Ag -14.133 -8.561 -23.854
7 Ag -17.993 0.136 -18.981
8 Ag -19.260 -9.429 -20.302
9 Ag -17.408 -8.499 -13.485
10 Ag -12.817 -8.392 -19.028
11 C -16.952 -5.258 -18.438
12 O -16.672 -5.744 -19.534
13 O -16.653 -4.142 -17.969
14 O -18.036 -5.726 -17.919



Entry 2:
Formula: CH10O3S
Source: OMol25
Level of theory: the ωB97M-V functional and the def2-TZVPD basis

Properties
LUMO level	0.369	eV
HOMO level	-8.914	eV
gap between HOMO and LUMO	9.28	eV
maximum force	1.9	eV Å⁻¹

Atoms and positions in Å:
1 C -1.546 0.859 0.269
2 S -2.444 -0.715 0.097
3 H -1.111 1.116 -0.697
4 H -2.338 1.616 0.311
5 H -0.941 0.982 1.148
6 H -1.558 -1.579 0.606
7 H 1.668 1.939 0.971
8 H 1.415 0.853 -0.024
9 O 2.061 1.531 0.213
10 H 1.523 -0.694 1.519
11 H 0.628 -1.010 0.290
12 O 0.632 -0.618 1.175
13 H 0.147 -0.839 -2.100
14 H 1.186 -1.990 -2.190
15 O 0.680 -1.452 -1.586



Entry 3:
Formula: CNa9O3
Source: OMol25
Level of theory: the ωB97M-V functional and the def2-TZVPD basis

Properties
LUMO level	-19.414	eV
charge	+7
HOMO level	-24.366	eV
gap between HOMO and LUMO	4.95	eV
maximum force	6.1	eV Å⁻¹

Atoms and positions in Å:
1 Na -3.612 0.794 2.247
2 Na -2.973 -4.039 1.157
3 Na -3.258 -1.451 -2.708
4 Na 1.770 0.693 -4.018
5 Na -1.154 4.800 2.337
6 Na 5.052 0.953 -0.854
7 Na 1.217 -3.762 -1.728
8 Na 1.022 3.899 -1.265
9 Na 1.274 -2.251 3.606
10 C 0.163 0.096 0.337
11 O -0.508 -0.948 0.396
12 O 1.185 0.053 -0.352
13 O -0.177 1.164 0.847



Entry 4:
Formula: C38H64N4O13S2
Source: OMol25
Level of theory: the ωB97M-V functional and the def2-TZVPD basis

Properties
LUMO level	-0.711	eV
HOMO level	-8.729	eV
gap between HOMO and LUMO	8.02	eV
maximum force	5.0	eV Å⁻¹

Atoms and positions in Å:
1 N -5.841 3.314 0.800
2 C -5.138 2.419 0.653
3 C -4.224 1.264 0.191
4 C -3.722 0.544 1.549
5 C -3.496 -1.024 1.406
6 C -2.002 -1.456 1.787
7 S -1.237 -2.193 0.284
8 C 0.518 -2.556 0.630
9 S 1.241 -3.755 -0.236
10 N 1.164 -1.777 1.656
11 C 1.295 -0.378 1.611
12 C 2.056 -0.130 2.835
13 N 2.306 -1.310 3.563
14 C 1.756 -2.302 2.803
15 C -2.915 1.752 -0.588
16 C -2.493 0.520 -1.473
17 N -2.319 -0.331 -2.218
18 C -3.116 2.946 -1.558
19 C -1.736 3.888 -1.535
20 C -1.218 4.287 0.003
21 O -0.540 3.247 -1.022
22 H -4.813 0.485 -0.355
23 H -4.595 0.667 2.261
24 H -2.864 1.082 2.028
25 H -3.766 -1.321 0.356
26 H -4.192 -1.541 2.128
27 H -2.074 -2.233 2.594
28 H -1.418 -0.577 2.187
29 H 0.944 0.324 0.817
30 H 2.407 0.879 3.166
31 H 1.739 -3.409 2.972
32 H -2.111 1.853 0.181
33 H -3.121 2.676 -2.648
34 H -3.873 3.716 -1.272
35 H -1.632 4.697 -2.358
36 H -0.173 4.381 0.395
37 H -1.198 5.386 -0.384
38 O -4.352 0.490 -8.423
39 C -4.094 -0.466 -7.734
40 O -3.661 -0.287 -6.477
41 C -3.480 -1.347 -5.525
42 C -2.136 -2.021 -5.709
43 C -4.168 -1.862 -8.297
44 H -4.314 -2.051 -5.564
45 H -3.515 -0.881 -4.540
46 H -2.048 -2.481 -6.695
47 H -1.987 -2.794 -4.954
48 H -1.330 -1.289 -5.629
49 H -3.266 -2.060 -8.878
50 H -5.039 -1.925 -8.949
51 H -4.289 -2.638 -7.545
52 O 3.773 1.496 1.189
53 C 4.386 1.369 0.160
54 O 3.939 1.959 -0.962
55 C 4.668 2.004 -2.195
56 C 4.473 0.730 -2.993
57 C 5.601 0.482 0.095
58 H 5.721 2.232 -2.016
59 H 4.262 2.846 -2.757
60 H 4.845 -0.143 -2.454
61 H 4.995 0.792 -3.950
62 H 3.411 0.558 -3.180
63 H 5.279 -0.557 0.012
64 H 6.172 0.611 1.014
65 H 6.278 0.716 -0.725
66 O -2.757 -2.781 -13.924
67 C -3.356 -1.764 -13.684
68 O -3.573 -1.400 -12.408
69 C -4.130 -0.137 -12.011
70 C -5.643 -0.164 -12.080
71 C -3.944 -0.936 -14.797
72 H -3.695 0.680 -12.591
73 H -3.822 0.021 -10.976
74 H -5.997 -0.344 -13.097
75 H -6.060 0.783 -11.734
76 H -6.038 -0.972 -11.461
77 H -4.881 -1.390 -15.121
78 H -3.240 -0.927 -15.628
79 H -4.121 0.104 -14.530
80 O 2.505 0.255 10.286
81 C 3.121 0.124 9.258
82 O 2.674 0.704 8.131
83 C 3.410 0.744 6.898
84 C 3.223 -0.536 6.109
85 C 4.342 -0.757 9.198
86 H 4.461 0.978 7.081
87 H 3.002 1.580 6.326
88 H 3.596 -1.404 6.657
89 H 3.747 -0.480 5.158
90 H 2.166 -0.715 5.919
91 H 4.027 -1.798 9.121
92 H 4.912 -0.619 10.117
93 H 5.018 -0.523 8.378
94 O 7.267 2.874 7.010
95 C 6.439 3.745 6.927
96 O 6.294 4.432 5.779
97 C 5.239 5.370 5.529
98 C 5.570 6.733 6.103
99 C 5.617 4.137 8.127
100 H 4.283 4.983 5.887
101 H 5.154 5.447 4.444
102 H 5.689 6.696 7.187
103 H 4.782 7.451 5.867
104 H 6.514 7.098 5.694
105 H 6.211 4.787 8.769
106 H 5.351 3.233 8.674
107 H 4.680 4.632 7.880
108 O -3.819 -3.452 4.935
109 C -3.076 -4.368 5.187
110 O -1.756 -4.250 4.952
111 C -0.771 -5.208 5.361
112 C -0.669 -6.347 4.365
113 C -3.618 -5.683 5.682
114 H -0.964 -5.554 6.378
115 H 0.179 -4.672 5.392
116 H -1.609 -6.896 4.284
117 H 0.114 -7.046 4.660
118 H -0.442 -5.961 3.369
119 H -4.003 -6.251 4.834
120 H -4.431 -5.480 6.379
121 H -2.893 -6.288 6.222



Entry 5:
Formula: CH2IOP
Source: OMol25
Level of theory: the ωB97M-V functional and the def2-TZVPD basis

Properties
LUMO level (spin up / spin down)	-0.443 / -0.447	eV
HOMO level (spin up / spin down)	-8.192 / -8.194	eV
gap between HOMO and LUMO (spin up / spin down)	7.75 / 7.75	eV
maximum force	4.8	eV Å⁻¹

Atoms and positions in Å:
1 C 0.274 0.499 1.120
2 O 1.095 -0.259 1.450
3 P -1.164 -0.329 -1.028
4 I 0.435 -2.045 -1.174
5 H 0.112 1.444 1.451
6 H -0.753 0.690 -1.818



Entry 6:
Formula: O3S2
Source: OMol25
Level of theory: the ωB97M-V functional and the def2-TZVPD basis

Properties
LUMO level (spin up / spin down)	-1.728 / -1.842	eV
HOMO level (spin up / spin down)	-8.295 / -8.620	eV
gap between HOMO and LUMO (spin up / spin down)	6.57 / 6.78	eV
maximum force	3.9	eV Å⁻¹

Atoms and positions in Å:
1 O -0.835 -2.266 -0.124
2 O 1.067 1.375 1.018
3 O -0.597 0.001 -0.402
4 S -0.538 -1.067 0.504
5 S 0.655 1.641 -0.418



Entry 7:
Formula: C5H7N
Source: OMol25
Level of theory: the ωB97M-V functional and the def2-TZVPD basis

Properties
LUMO level	0.957	eV
HOMO level	-6.757	eV
gap between HOMO and LUMO	7.71	eV
maximum force	0.5	eV Å⁻¹

Atoms and positions in Å:
1 C 2.544 -0.673 0.734
2 C 1.550 -0.019 0.558
3 C 0.368 0.822 0.365
4 N -0.758 0.083 -0.250
5 C -0.701 -0.042 -1.573
6 C -1.678 -0.378 0.595
7 H 3.420 -1.266 0.878
8 H 0.019 1.231 1.316
9 H 0.603 1.663 -0.292
10 H -1.446 -0.648 -2.069
11 H 0.098 0.447 -2.109
12 H -1.509 -0.283 1.656
13 H -2.510 -0.937 0.191



| no. | DFT total energy (hartree) |
| --- | --- |
| 1 | -1728.859423 |
| 2 | -667.979187 |
| 3 | -1721.408765 |
| 4 | -3479.551418 |
| 5 | -753.496592 |
| 6 | -1021.975300 |
| 7 | -249.310492 |